{"formula": "C25H41F5P2Ti", "method": "the ωB97M-V functional and the def2-TZVPD basis", "homo_ev": [-12.06, -12.04], "charge": 2, "total_energy_ha": -3007.79015, "homo_lumo_gap_ev": [3.222, 3.199], "symbols": ["Ti", "C", "C", "C", "C", "C", "C", "H", "H", "H", "C", "H", "H", "H", "C", "H", "H", "H", "C", "H", "H", "H", "C", "H", "H", "H", "C", "C", "C", "C", "C", "C", "C", "C", "H", "H", "H", "H", "H", "H", "H", "H", "H", "H", "H", "H", "P", "C", "C", "P", "C", "C", "C", "H", "H", "H", "H", "H", "H", "H", "H", "H", "H", "H", "H", "H", "H", "F", "C", "F", "C", "F", "F", "F"], "positions_angstrom": [[2.1905, -0.4371, -0.1620], [-1.3959, -0.5605, 1.1514], [-1.0294, -1.5176, 0.1779], [0.8260, -1.0436, 1.4778], [-0.2949, -0.2234, 1.9067], [0.3493, -1.8490, 0.3743], [-2.8098, -0.1327, 1.4589], [-3.4533, -0.1621, 0.5785], [-2.8077, 0.8903, 1.8420], [-3.3021, -0.7390, 2.2335], [-0.3334, 0.5637, 3.1639], [-1.0833, 1.3635, 3.1311], [0.6419, 1.0030, 3.3432], [-0.5705, -0.0515, 4.0405], [2.0195, -1.3583, 2.3068], [1.6673, -2.1693, 2.9736], [2.3754, -0.5162, 2.9513], [2.8716, -1.7459, 1.7304], [1.0938, -3.0183, -0.1389], [1.0418, -3.8188, 0.6288], [2.1949, -2.8391, -0.2791], [0.7309, -3.4479, -1.0882], [-1.9692, -2.3898, -0.5630], [-2.0856, -3.3231, -0.0003], [-1.6007, -2.6466, -1.5530], [-2.9706, -1.9686, -0.6593], [-0.9376, 2.4096, -1.8938], [-1.9817, 1.5863, -1.8408], [-2.1429, 0.3918, -2.6786], [-1.1328, -0.4327, -3.4981], [0.1920, -0.9038, -3.0777], [1.2662, -0.0851, -2.9023], [1.3061, 1.4478, -3.0946], [0.0813, 2.4059, -2.9549], [-2.8833, 0.6050, -3.5192], [-0.9246, 0.1463, -4.4432], [-2.6110, -0.3420, -2.0085], [-0.5267, 2.3279, -3.8854], [-0.6841, 3.0601, -1.0544], [-2.5854, 1.6016, -0.9246], [0.5643, 3.3985, -2.9699], [2.0770, 1.7900, -2.3992], [2.2889, -0.5672, -2.8995], [1.7571, 1.7764, -4.0642], [-1.6849, -1.3351, -3.8964], [0.3780, -1.9843, -3.0880], [-0.4217, 1.6058, -5.7949], [-0.6328, 3.3520, -6.1131], [-1.6014, 0.8464, -6.9665], [1.8829, -0.4560, -5.6111], [1.2096, 1.2063, -6.3571], [1.2170, -1.5085, -7.0002], [3.4686, -0.1212, -6.4787], [0.2136, 3.9133, -5.6975], [-1.5854, 3.6585, -5.6605], [-0.6609, 3.3887, -7.2103], [-1.3686, 1.4306, -7.8787], [-2.6160, 1.0766, -6.5777], [-1.4335, -0.2410, -7.0907], [3.1678, 0.1908, -7.5045], [3.9900, -1.1037, -6.4524], [3.9977, 0.6802, -5.9274], [1.9158, 2.0328, -6.1298], [1.1262, 1.0583, -7.4503], [1.9273, -2.3613, -7.0011], [1.3199, -0.8990, -7.9263], [0.1726, -1.8387, -6.8101], [1.9072, 2.8995, -0.5796], [1.7416, 1.8705, 0.3475], [0.8289, 2.5041, 1.1993], [3.0242, 1.7770, 1.1202], [2.8547, 1.5297, 2.4468], [3.7411, 0.6206, 0.6141], [3.8420, 2.8272, 0.9944]], "forces_ev_per_angstrom": [[-4.3017, 0.4182, -0.1265], [-0.8924, 0.5761, 0.3865], [0.1269, -0.7796, 0.6123], [0.9605, 0.3377, -1.8155], [-1.3420, -0.0777, 0.8246], [1.6998, 1.4793, -0.1021], [0.0962, 0.3343, -0.0687], [0.0811, 0.0433, 0.0220], [-0.0904, -0.0406, -0.1314], [0.3622, -0.0666, -0.2012], [0.1729, 0.5210, -0.2334], [0.2288, -0.2042, -0.0632], [0.0378, 0.1937, 0.1951], [-0.0161, -0.2089, -0.2187], [-0.4618, 0.1869, 1.2349], [0.7850, -0.0437, -0.2041], [-0.4517, -0.8144, -0.6583], [0.2373, -0.3125, -0.0526], [0.2663, -1.3462, 0.0254], [0.3205, 0.1312, -0.4961], [-0.2948, -0.1421, -0.0739], [0.0715, 0.3799, 0.4181], [-0.1672, 0.3537, -0.2472], [0.1493, -0.0413, 0.0373], [0.0733, -0.0987, -0.0970], [0.1702, 0.0408, 0.0654], [0.7758, -0.4516, 1.5511], [1.7170, 0.2253, 1.2945], [-2.1411, -1.0985, -1.6297], [0.0318, -1.4557, -0.6394], [-0.0449, 0.1093, 1.0545], [1.1283, 0.6727, 0.9069], [0.2387, 0.1167, 0.6451], [0.2831, 0.5429, -1.0946], [0.2902, -0.2094, 1.2447], [0.2115, 0.2467, 0.3328], [-0.2654, 0.1659, -0.3911], [0.7837, 0.0674, 0.7710], [-0.7288, 0.1836, -0.1636], [-0.1068, 0.2158, -0.5928], [-0.2501, -0.2597, -0.0482], [-0.0849, 0.1084, 0.0770], [-1.1537, 0.4636, -0.0621], [-0.2575, -0.9237, 0.5981], [0.2539, 0.8705, 0.6952], [-0.0024, 0.3232, 0.0279], [-1.3859, -0.8713, 0.5619], [-0.0752, 0.0446, -0.5445], [0.5140, 0.6636, -0.3156], [-0.2564, 1.3529, -2.8774], [0.5147, -0.6290, -0.2640], [0.2062, -0.0319, 0.5262], [0.0153, -0.6280, 0.3012], [-0.3571, 0.0150, -0.1911], [0.2994, 0.2245, -0.2973], [-0.0483, 0.8190, 0.2142], [-0.7395, -0.7943, -0.1335], [0.5439, -0.2719, -0.5017], [-0.2275, 0.7062, -0.0237], [0.7929, -0.2443, 0.6361], [0.2540, 0.9400, -0.3228], [0.0578, -0.5488, -0.5319], [-0.3796, -0.4998, -0.2029], [0.5693, 0.1855, 0.2923], [-0.7265, 0.1858, -0.3748], [-0.2450, -0.8140, 0.4593], [0.7704, 0.0632, -0.3301], [0.4061, -1.6297, 0.1876], [-0.9866, 1.3938, -0.4110], [0.4970, -1.7993, -0.4426], [1.3773, 2.9113, 2.6448], [0.3179, 0.0910, -1.8482], [0.4090, 0.1578, 0.1375], [-0.6176, -1.7249, 0.0433]], "mulliken_charge": [0.5189, -0.2053, 1.6701, 1.4980, 0.3271, 0.5934, -2.1461, 0.4304, 0.5127, 0.3593, -1.9028, 0.4393, 0.3323, 0.3688, -1.1738, 0.4054, 0.4307, 0.3101, -1.7448, 0.3669, 0.2787, 0.4160, -1.7086, 0.4233, 0.3965, 0.4820, -0.7879, -0.8998, -0.4828, 0.9182, 0.1743, -1.7585, -0.2741, -0.5255, 0.4007, -1.7561, 0.3283, -0.5188, 0.5093, 0.6147, 0.6403, 0.6188, 1.2356, 0.1735, 0.5619, 0.3901, 0.7528, -1.3032, -1.3012, 0.6230, -1.6597, -1.2658, -1.2810, 0.3783, 0.3806, 0.4766, 0.4730, 0.3786, 0.3041, 0.3986, 0.4671, 0.3499, 0.5770, 0.8596, 0.4667, 0.4442, 0.2485, -0.3246, 0.0547, -0.2905, 1.2802, -0.1865, -0.3402, -0.2015]}